The following is a DFT calculation (ωB97M-V/def2-TZVPD) of a cluster of 2 separate species, C5H10F3NO5PS in total.

Net charge: -1
E: -1666.73648 Ha
LUMO energy: 2.67 eV
M: 284.17 u

Cartesian coordinates (Å):
O  5.49289  -0.64372  1.41974
P  4.69218  -0.62182  0.18171
O  5.39440  0.26702  -0.98604
O  4.59886  -2.03150  -0.57712
C  2.94560  -0.11701  0.35905
N  2.08714  -1.27767  0.35196
S  1.38881  -1.54704  -1.13924
H  4.72365  0.79172  -1.43622
H  3.90580  -2.53713  -0.11134
H  2.69992  0.62845  -0.42475
H  2.90863  0.39097  1.33340
H  2.36790  -2.09751  -1.92596
C  -2.90780  2.03432  1.72699
C  -3.72460  0.78731  1.47205
O  -3.80579  0.49366  0.05919
C  -2.72848  -0.11323  -0.44687
O  -1.74509  -0.42941  0.14215
C  -2.95893  -0.39476  -1.94904
F  -3.47338  0.67849  -2.57188
F  -3.84475  -1.40009  -2.08425
F  -1.83992  -0.73500  -2.55234
H  -3.31952  2.88056  1.17611
H  -2.92549  2.27088  2.79160
H  -1.87204  1.88448  1.42699
H  -4.76074  0.91291  1.77964
H  -3.29924  -0.07487  1.98449

Forces on the atoms, in the same order (eV/Å):
O 0.10 0.08 -0.12
P 0.02 -0.18 -0.11
O -0.02 0.16 0.20
O 0.27 -0.10 0.19
C -0.07 0.06 0.07
N 0.13 -0.12 0.04
S -0.05 0.05 -0.06
H -0.01 -0.11 -0.11
H -0.31 0.16 -0.09
H 0.01 0.00 0.05
H -0.04 -0.01 -0.04
H 0.00 -0.01 -0.01
C 0.01 0.01 -0.05
C -0.01 0.00 0.07
O 0.03 -0.02 -0.01
C -0.05 0.05 0.04
O -0.02 -0.03 -0.07
C -0.02 -0.01 0.04
F 0.00 0.03 0.00
F -0.02 -0.01 0.00
F 0.05 -0.02 -0.01
H -0.01 0.00 0.02
H 0.00 0.00 0.00
H 0.00 -0.01 0.02
H 0.00 0.01 -0.02
H 0.01 0.00 -0.02

Table of Mulliken atomic charges, one value per atom, all in e: -0.712 0.951 -0.565 -0.538 -0.479 -0.730 -0.275 0.341 0.352 0.411 0.248 0.011 -1.084 -0.227 -0.351 0.309 -0.433 0.907 -0.265 -0.275 -0.210 0.295 0.359 0.324 0.308 0.330